[1]
DFT (ωB97M-V with the def2-TZVPD basis set) results for the molecule CH4NO2P at a distorted geometry.

Cartesian coordinates (Å):
1 C -1.4586 -1.0348 0.2492
2 N 0.8274 1.4839 -0.1053
3 O 1.5455 -0.8601 0.6665
4 O -0.9168 -0.7711 -0.8058
5 P 1.0821 -0.2917 -0.6114
6 H -2.4152 -1.6157 0.0818
7 H -1.1450 -0.5754 1.2057
8 H 1.6587 1.7401 0.3455
9 H 0.8220 1.9248 -1.0263

## Properties
LUMO   -0.67 eV
M   93.02 g mol⁻¹
Electronic energy   -15974.7193 eV
Relative energy (zero: lowest compared OMol25 entry of this formula, charge and spin)   40.69 kcal per mole
Kohn-Sham gap   8.0 eV

=====

[2]
DFT (ωB97M-V with the def2-TZVPD basis set) results for the ion CH4NO2S with charge -1 at a distorted geometry.

Cartesian coordinates (Å):
1 C 0.9229 0.5028 -0.1184
2 N -0.7585 -1.6427 -0.1579
3 O -1.4580 0.5996 -1.1250
4 O -1.1435 0.4791 1.3388
5 S -0.8209 -0.0524 0.0132
6 H 1.5599 -0.0886 -0.9146
7 H 0.8718 1.4670 -0.6326
8 H 1.3381 0.5460 0.8181
9 H -0.5118 -1.8107 0.7784

## Properties
LUMO   4.39 eV
M   94.11 g mol⁻¹
Electronic energy   -17522.3337 eV
Total charge   -1
Relative energy (zero: lowest compared OMol25 entry of this formula, charge and spin)   62.11 kcal per mole
Kohn-Sham gap   8.4 eV

=====

[3]
DFT (ωB97M-V with the def2-TZVPD basis set) results for the ion CH4NO2S2 with charge -1 at a distorted geometry.

Cartesian coordinates (Å):
1 C 0.0085 0.7689 -0.9379
2 N 0.9161 -0.0164 -0.1314
3 O -0.3165 0.5053 1.9940
4 O 0.7152 -1.7997 1.6281
5 S -2.0742 -1.2721 0.0201
6 S -0.0588 -0.6380 1.1520
7 H -0.1814 1.5515 -0.0859
8 H 0.4316 1.3702 -1.8081
9 H -0.8813 0.3273 -1.2894
10 H 1.4409 -0.7970 -0.5415

## Properties
LUMO   3.71 eV
M   126.18 g mol⁻¹
Electronic energy   -28357.4758 eV
Total charge   -1
Relative energy (zero: lowest compared OMol25 entry of this formula, charge and spin)   56.14 kcal per mole
Kohn-Sham gap   7.5 eV